Record 1
DFT (the ωB97M-V functional and the def2-TZVPD basis) results for C28H37BLaNO3 as an isolated structure at a distorted geometry.

Atoms and positions in Å:
1 C 3.5608 2.1501 -4.2036
2 O -1.3993 2.4708 3.1652
3 C -0.2131 2.5391 -4.0554
4 H -1.2066 -1.1664 2.5554
5 C -2.2593 0.4358 5.3781
6 C 1.4774 1.4050 1.3273
7 H 4.4466 2.6565 -3.8243
8 H 0.9788 2.0678 2.0273
9 H 0.3260 4.2848 4.1743
10 H -4.2618 -2.2376 -2.8616
11 C -0.1127 -2.2235 0.8848
12 H 2.6280 -0.4856 -6.1367
13 C -2.1399 -1.1317 0.5109
14 N -1.2529 1.4816 -3.8111
15 H -1.7698 1.1675 -4.6028
16 H 2.5019 0.3695 -1.7371
17 H 2.7029 -1.5344 0.1774
18 C 2.3036 2.6456 -3.8831
19 O -0.2679 0.5829 -2.0629
20 C 2.2763 0.5024 -0.6807
21 H 0.3923 0.4027 -5.5720
22 H -2.1331 -0.6435 5.5573
23 H 1.1031 1.0996 5.9082
24 C -2.5814 0.0090 -2.3995
25 H -2.9815 2.9858 5.3189
26 C -0.8960 1.0667 5.0311
27 C 0.3940 3.2713 4.5980
28 C -0.9873 2.5912 4.5555
29 C -0.4101 -2.3236 -0.5253
30 C 1.1441 2.0134 -4.3690
31 H -3.6865 -3.1081 -1.4232
32 C -1.3288 0.7227 -2.7707
33 H -2.9978 -0.4870 0.6562
34 H -1.6464 3.3695 6.4337
35 H 0.2216 -2.7765 -1.2857
36 H -0.5883 -1.9002 -3.2303
37 B -1.0385 1.2054 2.7876
38 C -3.7702 -2.1164 -1.8870
39 H 0.7310 3.3763 5.6350
40 C -1.9644 3.3829 5.3758
41 C 1.7259 1.7000 -0.0701
42 C 1.2822 0.8962 -5.1826
43 C -1.6795 -1.6476 -0.7694
44 C -2.4021 -1.4959 -2.0610
45 H 1.1731 2.7234 4.0496
46 H -1.7080 -3.2762 -3.0743
47 C 3.6890 1.0201 -5.0150
48 H -2.6457 0.8738 6.3059
49 H 4.6742 0.6365 -5.2669
50 H -3.0360 0.5403 -1.5389
51 O -0.4455 0.4306 3.7904
52 H -0.6103 3.1110 -4.9079
53 La -0.0954 0.1175 0.0155
54 C 1.8770 0.0379 1.5747
55 C 2.5466 0.3933 -5.5020
56 C -1.6470 -2.1861 -3.1906
57 H 0.1129 -0.2718 6.3755
58 H -0.2446 1.3256 7.0565
59 H -0.2002 3.2143 -3.2042
60 C -1.1691 -1.4730 1.5166
61 H 1.7620 -0.4847 2.5160
62 C 2.3699 -0.5159 0.3391
63 H 2.2284 3.5360 -3.2534
64 C 0.0788 0.7964 6.1429
65 H -1.9902 4.4244 5.0474
66 H -2.1104 -1.9247 -4.1527
67 H -4.4227 -1.5013 -1.2530
68 H -3.3070 0.0915 -3.2350
69 H 0.7769 -2.6094 1.3649
70 H -3.0167 0.5518 4.5903
71 H 1.4048 2.5970 -0.5915

Properties
Multiplicity   1
Energy   -1426.00488 Eh

Record 2
DFT (the ωB97M-V functional and the def2-TZVPD basis) results for a 5-piece molecular cluster, C14H24Cl4O9 overall at a distorted geometry.

Atoms and positions in Å:
1 H -3.0660 -5.9006 28.6302
2 O -7.8579 -2.3640 31.9821
3 C -2.8285 -6.7934 28.0518
4 C -7.2212 -7.2293 26.6187
5 Cl -6.9940 -3.3567 27.9329
6 H -5.9348 -0.1854 33.3562
7 H -7.1842 -0.9888 34.2867
8 O -4.8493 -5.6687 26.6878
9 H -5.6619 2.1626 35.5801
10 O -4.0891 1.4238 34.3387
11 H -5.3608 -0.8970 28.5803
12 O -4.0256 -7.4684 27.8199
13 H -7.1021 -6.4499 25.8660
14 C -6.8256 -0.8081 33.2734
15 O -9.5017 -1.0077 31.2662
16 H -5.7669 -2.2851 32.0890
17 C -4.6053 1.8962 35.5553
18 O -7.8955 -0.2234 32.5998
19 H -8.0324 -7.5815 28.7082
20 Cl -4.9331 -5.2224 31.7466
21 O -5.9119 -7.6957 26.9620
22 C -3.9949 -4.0817 30.8094
23 C -7.8985 -6.7820 27.9796
24 H -2.1870 -7.4077 28.6837
25 C -3.0773 -3.2303 31.7353
26 C -4.8745 -6.8528 27.0744
27 H -2.2534 -6.6513 27.1368
28 O -3.5422 -0.0709 35.8094
29 O -2.8775 -0.3328 33.6403
30 Cl -1.7678 -4.2532 32.4129
31 C -4.4800 0.7188 36.5196
32 H -7.2068 -6.0730 28.4348
33 H -4.6399 -2.9285 27.8408
34 C -5.4359 -1.0876 27.5097
35 Cl -6.7615 -0.1256 26.7085
36 H -4.4711 -0.7309 27.1490
37 H -7.7561 -8.0531 26.1462
38 H -4.7175 -3.4916 30.2457
39 C -6.6475 -2.2171 32.7278
40 C -5.4876 -2.5854 27.2477
41 C -8.4587 -1.1551 31.8794
42 H -3.4209 -4.7225 30.1401
43 H -2.5064 -2.5121 31.1467
44 H -5.4415 0.2701 36.7692
45 H -3.9168 0.9142 37.4321
46 H -8.8844 -6.3445 27.8226
47 H -3.5317 -2.6514 32.5394
48 C -3.3692 0.3402 34.4898
49 H -6.7800 -2.9522 33.5217
50 H -5.3606 -2.8861 26.2077
51 H -4.0629 2.7371 35.9876

Properties
Energy above the lowest of the compared OMol25 structures with the same formula, charge and spin   0.0 kJ/mol
SMILES string   CCOC(=O)OC.O=C1OCCO1.O=C1OCCO1.ClCCCl.ClCCCl
Multiplicity   1
Energy   -3065.75541 Eh

Record 3
DFT (the ωB97M-V functional and the def2-TZVPD basis) results for C18H40CrN3O19 as an isolated structure at a distorted geometry.

Atoms and positions in Å:
1 O 3.6145 4.4962 -3.5954
2 H 6.2954 -0.7164 6.1762
3 C -5.6225 2.5646 -1.9938
4 H -3.7464 -2.0704 4.3639
5 H -3.2227 1.7085 -1.9527
6 O 5.5537 -1.0830 3.8246
7 H 2.7095 -0.0115 -1.2860
8 H -8.7588 3.1046 -1.7527
9 O -1.6705 1.0371 3.4794
10 H -3.3377 -0.4313 0.9789
11 O 4.8481 0.4547 5.2941
12 O 4.5956 0.8664 3.2106
13 H -0.4066 -2.5598 -2.2590
14 C 5.0436 -0.0219 4.0496
15 C -2.8566 -1.8330 4.9517
16 N 3.7270 -4.6255 -0.7700
17 C 5.2759 -0.3618 6.3547
18 O -2.1109 -2.3642 0.3234
19 H -2.0045 2.5648 2.1373
20 H 6.0385 0.6295 1.7674
21 O -2.4220 -2.7580 -1.8682
22 O 4.7459 -4.6806 -1.4182
23 H 2.1996 -3.7286 -1.7483
24 O 0.6026 -1.2336 -0.0146
25 H -1.4490 1.1739 1.2727
26 H 3.5301 -2.6194 -1.3351
27 H 4.8057 1.6608 1.2868
28 H 2.3633 2.6534 -2.7061
29 N 1.4181 -1.4217 -4.9848
30 H -3.1417 -1.9439 5.9940
31 H 5.4193 0.1570 7.3040
32 C -0.1401 0.9111 -1.1316
33 O 2.5875 5.7093 -2.1439
34 H 4.5998 -0.2122 1.4512
35 H -1.0753 0.3486 -1.0295
36 C 2.2081 -1.2022 -3.7616
37 H 2.7278 0.1273 0.5639
38 H 0.9645 3.6034 -3.1619
39 O -3.7509 -1.4226 -0.8786
40 H -7.9786 2.6728 -3.3214
41 H 0.1457 0.9221 -2.1794
42 H -2.1664 -2.6534 4.7477
43 H -1.1444 -4.0778 -2.8295
44 H 0.5217 0.4994 0.8446
45 C 2.8974 -3.4166 -0.9678
46 C -3.3568 2.6436 -1.4111
47 C -4.1061 -0.6047 0.2288
48 C -1.3811 1.6790 2.2387
49 O 3.3105 -5.4726 -0.0098
50 O -6.8300 2.7764 -1.4883
51 H -4.6200 0.3168 -0.0340
52 H 1.4701 -1.3050 -2.9626
53 O 1.9839 -1.2472 -6.0446
54 H 2.5624 1.4835 -0.5431
55 H -8.2959 1.4691 -2.0658
56 C 2.2953 0.4358 -0.3821
57 C -2.6850 -2.1570 -0.7332
58 O -4.7196 2.9379 -1.0810
59 H -0.7670 -3.8522 -1.1408
60 O -1.4557 -1.1246 2.7815
61 C 0.8089 0.1542 -0.1579
62 H 2.4635 -0.1466 -3.7107
63 N 2.7383 4.6755 -2.7733
64 C -1.1305 -3.3399 -2.0348
65 H 3.0140 -1.9179 -3.6626
66 O -2.4293 -0.5081 4.6975
67 C -1.8201 -0.2608 3.5582
68 H 2.3143 -3.2291 -0.0797
69 H -0.3430 2.0061 2.3211
70 C 4.9478 0.7408 1.8418
71 H 4.5579 -1.1665 6.5175
72 O -5.3937 2.2697 -3.1392
73 H -2.7532 2.6525 -0.5079
74 H -0.3102 1.8675 -0.6398
75 C -7.9976 2.5049 -2.2485
76 H -3.0758 3.4738 -2.0623
77 H -4.8829 -1.1037 0.8195
78 C 1.8119 3.5632 -2.4813
79 O 0.2733 -1.8504 -4.9199
80 Cr -0.1611 -2.4172 1.4605
81 H 1.5287 3.6368 -1.4379

Properties
Net charge   +1
Energy above the lowest of the compared OMol25 structures with the same formula, charge and spin   179.1 kJ/mol
Multiplicity   5
Energy   -3347.53850 Eh